No. 1
75
Properties=species:S:1:pos:R:3:forces:R:3:mulliken_charge:R:1 method="wB97M-V/def2-TZVPD" homo_energy_ha="-0.166 / -0.166" charge=-1 spin_multiplicity=1 max_force_ev_per_a=3.8
H -10.942736 9.525090 -5.983802 1.10 -1.70 0.72 0.585
C -18.748088 6.683694 -4.438912 -0.82 0.36 0.00 -0.470
H -17.103464 16.794837 -7.490955 0.06 -0.42 0.18 0.394
C -16.158791 15.131870 -6.475458 0.89 -1.10 1.29 -0.692
H -20.737145 7.150956 -5.091387 0.63 0.66 -0.01 0.316
C -15.547416 13.162359 -7.716827 -1.12 -0.25 -1.23 0.098
O -15.321557 7.178080 -11.698911 -0.31 0.31 -1.15 -0.555
C -18.863075 11.498547 -9.040673 -0.37 -0.25 -1.04 -0.189
H -18.680804 10.904649 -9.954190 0.13 0.29 0.70 0.397
H -15.152761 9.458694 -6.769464 -0.58 0.62 -0.18 -1.524
C -17.897151 8.673414 -6.205145 0.23 0.07 0.80 0.450
H -15.369802 13.341184 -5.588739 0.29 0.19 -0.08 0.403
F -18.211183 5.263252 -11.530274 -0.32 1.09 1.19 -0.281
N -16.241623 7.822091 -12.363080 0.21 -0.87 2.48 1.347
C -16.755714 15.071923 -8.723038 0.25 -1.22 -1.44 -0.453
C -19.750451 13.445679 -7.968353 -1.19 0.15 -0.02 -0.310
O -14.093963 5.246965 -7.616902 1.19 -2.66 -0.51 -0.627
C -18.590721 4.227087 -8.082958 2.10 -1.16 -0.36 0.165
C -19.591565 12.690926 -9.117252 0.73 1.06 -0.69 -0.719
F -18.663675 6.882039 -9.670298 0.77 -1.34 -0.79 -0.271
O -14.317931 7.437002 -6.785856 0.55 0.77 -0.13 -0.678
C -16.226665 2.678536 -8.423825 -0.24 0.51 -0.28 -0.196
Cl -14.763227 1.726525 -8.596222 -0.67 0.69 -0.35 -0.207
C -18.747398 11.832632 -6.645074 1.06 -1.55 0.94 -0.516
C -17.754953 4.431292 -9.221815 -1.44 1.07 1.41 -0.755
H -20.003750 9.001680 -6.618025 0.50 -0.25 0.44 0.313
H -17.294593 15.515109 -9.593199 0.72 -0.52 0.61 0.354
Cl -19.999941 5.123990 -7.749347 -0.41 0.37 -0.37 -0.127
C -19.680142 7.477539 -5.147319 -0.55 -1.74 0.91 -0.696
O -16.224905 8.048719 -13.523914 0.10 0.09 -0.18 -0.613
C -15.645538 13.827356 -6.521244 -0.36 0.63 0.59 -0.201
C -19.259708 8.467969 -5.997654 -0.46 0.17 -1.08 -0.304
C -17.415266 6.953824 -4.586864 0.85 0.22 0.56 -0.806
C -12.677173 10.359928 -6.734113 0.15 -0.52 0.94 -0.322
C -11.321478 10.398100 -6.378879 -1.68 1.22 -0.81 -1.038
H -13.045399 13.537860 -7.818439 -0.12 -0.26 0.26 0.328
C -16.721036 15.771649 -7.536883 -0.17 0.25 -0.86 -0.508
H -19.754205 13.612458 -5.852588 0.36 -0.41 0.12 0.406
H -19.042275 5.874293 -3.762954 -0.19 0.35 -0.41 0.477
H -9.578731 11.617118 -6.274751 1.49 -0.03 0.46 0.454
Cl -15.510351 4.139577 -10.582612 0.54 -0.03 -0.29 -0.135
C -13.346694 11.455280 -7.240513 1.45 1.02 0.38 0.543
H -19.850241 13.190729 -10.092541 0.13 -1.00 1.03 0.317
C -15.833762 10.363479 -6.838433 2.53 0.12 0.42 0.875
H -10.762860 13.653902 -7.042853 0.36 0.44 -0.06 0.427
Cl -16.444572 1.389524 -6.192524 -0.25 -1.10 1.71 -0.229
O -17.179321 8.156599 -11.549567 -0.23 0.39 -0.87 -0.624
Cl -18.872096 3.397256 -5.548201 -0.21 -0.58 0.39 -0.181
B -17.982045 5.694022 -10.197346 0.56 -0.33 -0.68 0.780
H -20.260188 14.390341 -8.026764 -0.11 0.36 -0.23 0.373
C -16.975530 7.956992 -5.420426 -0.43 0.23 -0.95 -0.419
O -14.491011 7.121239 -9.206895 1.53 -0.33 -0.56 -0.669
H -15.907005 8.031221 -5.547743 0.00 0.23 -0.14 0.327
H -13.212124 9.453808 -6.476332 0.05 -0.21 -0.46 0.169
P -14.943104 11.455635 -7.956546 0.38 -0.07 -0.94 2.085
Ti -16.353304 7.209240 -9.823007 -1.29 0.99 0.46 0.417
H -16.050481 15.607666 -5.534822 -0.23 0.59 0.81 0.410
O -16.203377 6.455586 -7.877162 -0.33 -0.46 -0.83 -0.575
H -16.041981 13.329224 -9.799907 -0.13 -0.39 -0.33 0.461
H -18.405736 11.447719 -5.674140 -0.14 0.06 -0.35 0.344
C -18.165286 3.309561 -7.110372 0.48 -0.15 -0.26 0.104
C -10.593187 11.554014 -6.507676 -2.08 1.53 -0.71 -0.552
P -17.278723 9.719143 -7.517744 -1.97 -1.74 -1.45 1.523
S -14.671263 6.498084 -7.846897 -2.14 2.63 1.71 1.131
O -14.846349 11.056950 -9.383343 -0.71 0.30 0.25 -0.847
C -16.558508 3.736841 -9.292718 -0.26 -1.34 0.03 0.822
C -18.413075 11.093281 -7.803924 0.03 0.12 1.12 0.008
C -11.269730 12.719633 -6.953150 -1.02 -1.55 -0.32 -0.779
O -17.081292 8.950579 -8.811147 0.14 0.62 0.61 0.243
C -12.627014 12.641434 -7.359507 1.95 0.60 0.22 -0.616
C -16.115692 13.788529 -8.835648 -0.62 1.77 0.41 -0.742
C -17.055778 2.452527 -7.317961 0.03 1.92 -1.30 0.337
H -15.797885 10.836400 -5.841268 -0.64 -0.29 -0.35 0.762
C -19.444815 12.988165 -6.687299 -0.39 1.08 -1.13 -0.920
H -16.627718 6.439850 -4.045684 -0.32 -0.33 0.05 0.398

***

No. 2
68
Properties=species:S:1:pos:R:3:forces:R:3:mulliken_spin:R:1 method="wB97M-V/def2-TZVPD" homo_energy_ha="-0.163 / -0.165" s_squared=0.771 charge=-1 spin_multiplicity=2 max_force_ev_per_a=1.9
H -3.202340 -1.334054 1.844883 -0.01 0.01 0.01 0.000
H -0.948599 -3.376778 -4.817584 0.00 -0.02 0.01 0.000
C 1.508054 -1.946168 -2.269735 -0.25 -0.10 -0.05 0.016
N 2.408880 -1.421983 -1.368198 0.05 0.07 0.10 -0.052
C -0.448502 1.344479 -4.098943 -0.04 0.11 0.11 -0.005
H 0.555838 -1.098674 1.384255 0.13 0.07 0.00 -0.004
C -1.626847 2.298128 -5.998150 -0.03 -0.01 0.05 0.000
C 1.017846 -3.562807 -3.957133 -0.02 -0.01 -0.05 0.002
H -4.863840 -0.879444 1.387909 -0.01 0.02 -0.01 0.000
C -1.621173 1.508975 -3.309501 0.00 -0.02 -0.09 0.002
C 4.114003 -0.523597 2.199521 0.01 0.01 0.03 -0.001
N 2.058259 -0.925795 8.755977 0.00 -0.01 0.00 0.000
S 0.624508 5.243734 -1.287909 0.01 0.13 0.00 0.007
H -0.527630 2.010693 4.728392 0.02 0.01 0.00 0.000
C 1.901568 -3.052808 -3.040885 0.05 0.01 0.03 -0.005
C -0.631167 -1.909288 -3.303623 -0.18 0.02 0.09 -0.025
H 3.360310 -1.928568 0.753445 0.00 -0.01 0.03 0.000
Br 1.058657 1.318109 -6.457681 0.00 0.03 0.02 0.000
H 1.013131 -1.725054 3.287422 0.02 -0.01 0.01 -0.001
C 1.336623 -1.302401 5.345267 0.03 -0.03 0.04 0.000
H 1.867005 -2.228128 5.521599 0.00 0.00 -0.01 0.000
C -4.569354 -2.927366 -0.744069 0.09 0.05 -0.02 0.000
C 3.433666 -0.891389 1.050981 -0.07 -0.04 -0.06 -0.004
H -4.539256 -3.406018 -1.721626 0.00 -0.01 0.01 0.000
C -0.015692 1.075365 4.895853 -0.02 0.03 -0.03 0.000
C -1.002976 1.625931 2.168150 -0.04 0.01 -0.05 -0.004
H 4.580360 -1.285515 2.812304 -0.01 -0.01 0.00 0.000
C 2.822305 0.079107 0.255139 0.19 0.13 0.03 -0.008
H -1.554852 2.271423 0.137880 0.05 0.00 -0.05 0.000
H 2.450566 2.168282 -0.003781 0.01 -0.02 0.01 0.004
C 0.470254 0.788158 6.156599 0.03 -0.02 0.04 0.000
Te -3.390728 -1.128654 -0.861641 -0.31 -0.33 0.19 0.000
C 0.852506 -1.016165 4.085468 -0.06 -0.01 -0.05 0.000
C -0.491171 1.691454 -5.443537 0.03 0.04 -0.05 0.003
Br -4.203728 2.431655 -2.716723 0.02 0.00 0.02 0.000
C -0.256271 -2.984231 -4.081842 0.03 0.01 0.07 -0.005
H -1.614150 -1.472353 -3.446664 0.02 0.04 -0.04 -0.003
H 2.901313 -3.453897 -2.926216 -0.01 -0.01 0.02 0.000
H 0.332665 1.494673 6.963451 -0.02 0.00 0.00 0.000
N 2.035510 -0.311663 -0.882977 0.33 -0.35 0.03 -0.003
C 4.194297 0.812828 2.571062 -0.02 0.01 -0.02 0.000
C 0.708894 3.632449 -1.323095 0.02 -0.15 0.12 0.002
C 0.029290 -0.162351 1.414106 -0.12 -0.18 -0.10 0.037
Br -4.255481 3.416995 -5.909754 -0.03 -0.02 0.00 0.000
C -3.807559 -0.699090 1.199794 0.06 0.01 -0.07 0.000
C 2.917062 1.417454 0.616532 -0.05 0.03 -0.05 -0.001
C -2.728679 2.128287 -3.860628 -0.03 0.03 0.01 0.005
N 0.770825 2.461683 -1.288839 0.20 0.11 -0.07 -0.004
H -3.580480 0.345637 1.396138 0.01 0.01 -0.01 0.000
Br -1.622086 2.793460 -7.823352 0.00 -0.01 0.00 0.000
C 0.239532 -1.348109 -2.359106 0.59 0.14 -0.13 -0.064
O 0.597819 0.848980 -3.499613 0.25 -0.29 -0.01 0.003
C -2.737183 2.538937 -5.204341 0.05 -0.03 -0.04 0.001
C 0.173246 0.177074 3.850677 0.03 -0.02 0.04 0.000
C 1.151347 -0.402780 6.391624 -0.04 0.05 -0.04 0.000
C -1.077396 1.589249 0.820240 -0.04 -0.05 0.04 0.012
H -4.159703 -3.609227 -0.001383 0.02 0.01 -0.01 0.000
C 1.657267 -0.695913 7.703691 0.00 0.00 0.00 0.000
H 1.304544 -4.387221 -4.597408 -0.02 -0.02 0.03 0.000
N -0.412931 0.465326 0.357847 -0.08 0.17 0.48 -0.043
H -5.601716 -2.686638 -0.497880 0.01 0.03 -0.01 0.000
Cr 0.290625 0.505695 -1.581676 -1.62 0.62 -0.89 1.123
H 3.673628 2.824714 2.033724 -0.02 0.00 0.00 0.000
O -1.548972 1.060623 -2.065682 0.71 -0.18 0.24 0.012
H -1.394921 2.346212 2.859968 0.02 -0.04 0.05 0.000
C 3.601239 1.777405 1.769408 0.03 -0.03 0.02 0.000
N -0.292556 0.492067 2.555409 0.01 0.07 0.04 0.001
H 4.714491 1.098900 3.476444 0.01 -0.01 -0.01 0.000

***

No. 3
65
Properties=species:S:1:pos:R:3:forces:R:3:mulliken_spin:R:1 method="wB97M-V/def2-TZVPD" homo_energy_ha="-0.439 / -0.439" s_squared=0.754 charge=+1 spin_multiplicity=2 max_force_ev_per_a=1.2
C 1.820986 -3.064739 0.080882 -0.03 0.05 0.01 -0.008
C -5.449983 1.927901 2.149305 -0.07 0.11 -0.03 0.000
S -1.816348 2.892806 -0.351842 0.22 0.08 0.45 0.000
C 4.287557 -1.183303 -2.006630 -0.02 0.02 0.01 -0.002
C -4.297424 3.366600 0.608370 0.14 -0.13 0.01 0.000
C 2.919383 -2.834069 -0.704181 0.02 0.03 -0.02 0.006
C -2.779770 -1.250001 -1.071845 0.02 -0.03 0.01 0.030
C 0.914779 -2.024429 0.317083 -0.08 -0.11 -0.10 0.016
C 2.778234 3.397096 -1.991732 0.03 0.00 -0.01 0.000
N 1.552577 0.694369 2.851564 0.03 0.00 0.00 0.000
C -4.390002 1.035865 2.129377 0.12 -0.01 -0.07 0.001
C 1.701624 2.982176 -1.198274 0.11 0.06 0.08 0.000
C -1.646700 0.428922 3.943967 0.00 0.03 -0.03 0.000
H 3.626545 -3.625645 -0.917236 0.00 0.00 0.00 0.000
N 1.081590 -0.816506 -0.185034 -0.38 -0.07 -0.32 -0.008
O -1.986943 4.187290 -0.912969 0.02 -0.08 -0.06 0.000
H -1.389143 -2.622002 2.475091 0.02 -0.01 -0.01 -0.001
C -0.972489 -2.201265 4.526176 0.00 0.01 -0.01 0.000
H -3.491939 -2.112644 -2.895726 0.00 0.00 0.00 -0.003
H 5.342094 0.349572 -3.016825 0.00 0.00 0.00 0.000
C 3.708261 2.481808 -2.412393 -0.03 0.00 0.01 0.000
H 4.555347 2.787883 -3.012840 0.00 0.00 0.00 0.000
H -4.232136 4.270072 0.019519 -0.01 0.01 -0.01 0.000
C -5.407880 3.088429 1.388210 -0.05 -0.07 0.08 0.000
Ir -0.040356 0.873491 0.214505 -0.20 0.64 0.97 0.011
C -1.276538 0.076673 5.230290 0.00 0.00 0.01 0.000
C 2.208203 -0.558125 -0.903584 0.00 0.15 0.08 -0.001
H 0.027991 -2.180504 0.913195 0.01 -0.01 -0.02 -0.002
C 3.557255 1.128525 -2.055557 0.03 0.01 -0.01 0.000
H 1.632299 -4.035691 0.515340 -0.01 0.00 0.01 -0.003
C -4.321195 -3.173231 0.210549 0.01 0.00 0.02 0.000
C -0.937697 -1.236212 5.521975 0.00 0.00 0.00 0.000
C 4.478945 0.088345 -2.418901 -0.01 0.01 0.01 0.001
C -3.516938 -2.160458 -1.814995 0.01 0.01 0.00 0.001
O -0.686550 2.796037 0.671039 -0.55 -0.06 -0.63 0.000
H -0.713717 -3.226776 4.753277 0.00 0.00 0.00 0.000
H -4.438452 0.133327 2.726233 0.01 0.00 0.00 0.000
H -4.854104 -3.834270 -1.758270 0.00 0.00 0.00 0.000
H -1.238953 0.832352 6.002767 0.00 0.00 0.00 0.000
P -1.963512 0.014604 1.244173 0.31 -0.05 -0.07 -0.014
O -0.381999 -4.760904 -2.215027 0.03 0.02 0.02 0.276
H -6.236170 3.783289 1.406334 -0.01 -0.01 0.01 0.000
H -0.643407 -1.507327 6.526864 0.00 0.00 0.00 0.000
C -3.238672 2.468296 0.594980 -0.18 0.01 0.00 0.000
C -3.596277 -2.260715 0.959439 -0.02 0.05 -0.04 -0.003
C -1.344037 -1.853923 3.236920 -0.05 0.03 0.00 -0.001
C -2.811993 -1.296879 0.320340 0.05 -0.05 0.08 -0.006
N 1.547053 1.718523 -0.850913 0.17 -0.09 -0.24 0.000
C 0.955425 0.766765 1.867256 0.23 -0.14 0.11 -0.001
N -0.140398 -3.689082 -2.653603 -0.07 -0.04 -0.03 0.432
H -1.882191 1.462203 3.717658 0.00 -0.01 0.01 0.000
C 2.444042 0.798785 -1.288144 -0.14 -0.13 0.02 0.002
H 4.998043 -1.958372 -2.261987 0.00 0.00 0.00 0.000
O -1.535043 1.775101 -1.291745 0.21 -0.18 -0.18 0.000
C -4.281859 -3.123725 -1.176527 -0.01 -0.01 -0.01 0.004
C -1.689664 -0.535778 2.939563 -0.04 -0.04 0.02 0.001
H -2.191923 -0.497376 -1.579169 0.01 0.03 -0.01 -0.004
H 2.863066 4.442473 -2.249810 0.00 0.00 0.00 0.000
H -4.923610 -3.919748 0.710672 0.00 0.00 0.00 0.000
O -0.387761 -2.581275 -2.299886 0.10 0.02 -0.09 0.272
H -3.651359 -2.297191 2.038448 0.00 0.00 0.04 0.000
C 3.143045 -1.541304 -1.215102 0.06 -0.10 -0.01 0.003
H 0.975709 3.690057 -0.822343 -0.03 -0.03 0.00 0.000
H -6.314129 1.712330 2.763161 -0.01 0.01 0.00 0.000
C -3.265434 1.291148 1.349636 -0.02 0.06 -0.06 -0.001

***

No. 4
65
Properties=species:S:1:pos:R:3:forces:R:3:mulliken_spin:R:1 method="wB97M-V/def2-TZVPD" homo_energy_ha="-0.275 / -0.278" s_squared=0.753 spin_multiplicity=2 max_force_ev_per_a=2.5
H -3.566119 1.953839 -3.130481 0.00 -0.03 0.00 0.000
H 1.097291 2.498569 1.393232 -0.01 -0.01 -0.05 -0.003
H -0.528694 -1.409765 3.631793 0.13 -0.03 -0.11 0.007
C 3.186199 2.313111 1.848138 0.06 0.03 0.03 -0.002
H -1.357084 -6.765706 1.458143 0.01 0.02 0.00 0.000
H -2.428015 -2.145270 -3.828159 -0.01 0.01 0.01 0.000
Ti -0.189930 -0.694505 0.539318 -1.41 0.08 2.04 0.856
C -2.733146 1.451629 2.267634 0.05 0.06 0.06 0.009
N -2.147269 -0.277901 -1.067772 0.21 0.04 -0.25 -0.005
O -0.339411 1.257759 0.034536 0.01 1.21 -0.33 0.016
C 3.904945 0.065615 2.173192 0.09 0.00 0.04 -0.004
C -2.517330 -1.257065 -3.218567 -0.06 -0.04 -0.13 -0.004
C -0.836072 0.721575 3.551697 0.06 -0.05 0.04 -0.016
O 2.833457 4.586209 -5.568585 -0.22 0.01 -0.33 0.000
H 0.579340 -6.416880 2.962403 -0.01 0.02 -0.01 0.000
H -3.866669 -0.087829 1.308227 0.01 -0.01 -0.04 0.000
C 0.421827 0.979099 -0.938886 0.13 0.66 -0.53 0.018
H -0.007668 0.941668 4.213109 0.01 -0.01 -0.03 -0.001
H -2.119526 -4.934993 -0.013599 0.02 0.00 -0.01 0.000
C 1.676212 1.656324 -2.967100 0.26 -0.05 -0.33 0.006
H 1.734733 -4.240556 3.010561 -0.02 0.00 -0.03 0.000
H 4.634405 -0.698575 2.400350 0.00 0.01 -0.01 0.000
H -3.380469 2.249008 1.924638 0.01 0.01 0.00 0.000
H 2.721662 2.375801 -4.718539 0.00 -0.02 0.01 0.000
C 2.072590 2.613728 -3.889375 0.07 -0.35 -0.02 -0.002
C 0.843381 2.015221 -1.924466 -0.19 -0.35 0.40 0.005
C 0.884347 -4.386970 2.364815 -0.08 0.01 0.10 -0.002
C 0.392578 3.314945 -1.784464 -0.10 0.38 0.02 0.001
C -2.083642 -1.309519 -1.904831 -0.01 -0.07 0.28 0.013
C 1.614453 3.901568 -3.728986 -0.07 0.25 -0.45 0.004
C 0.441013 -3.346286 1.551936 0.26 0.14 -0.05 0.019
N 2.046741 4.936524 -4.717502 0.66 -0.24 0.92 0.000
C -1.567846 -2.594959 -1.314976 -0.06 -0.07 0.35 0.013
H -0.263325 3.560908 -0.959137 0.02 0.02 -0.02 0.000
N 1.619905 0.520861 1.622531 0.32 -0.16 -0.19 0.001
H -3.401556 0.011169 -4.703401 0.01 0.01 0.00 0.000
H 0.454770 5.308542 -2.628299 0.00 -0.04 0.02 0.000
C -3.051854 -0.072900 -3.682398 -0.03 0.06 -0.05 0.002
C -0.645422 -3.550547 0.690552 0.03 0.07 -0.31 0.002
C -1.640757 1.741764 3.086247 -0.06 0.04 -0.04 0.011
C -2.182559 -0.895088 2.368966 -0.17 0.18 0.28 0.017
N 0.984853 -2.029061 1.498784 0.38 -0.97 0.23 -0.007
N -1.007100 -2.415713 -0.086515 -0.04 -1.12 -0.21 0.000
C 0.229153 -5.610773 2.329533 -0.02 0.00 -0.01 0.001
H 2.008222 0.629885 -3.048363 0.01 0.02 -0.02 0.001
O 1.685632 6.073918 -4.516162 -0.30 0.13 -0.26 0.001
H 5.212387 1.760395 2.317860 -0.01 0.00 0.00 0.000
H -2.705223 1.687740 -0.820843 0.03 -0.01 0.00 -0.002
C 2.237400 -1.792321 1.959196 -0.15 0.09 0.03 0.020
H -2.454942 -1.923127 2.179993 0.08 -0.07 -0.15 0.004
C -1.098302 -0.603987 3.192379 -0.22 0.12 0.19 0.012
C -0.853996 -5.807004 1.486503 0.01 0.02 0.00 0.002
C 4.204813 1.411933 2.131151 0.03 0.04 0.00 0.003
O 0.809224 -0.214566 -1.054937 0.98 0.33 -1.53 -0.035
H -1.433762 2.766115 3.371456 -0.02 -0.02 -0.01 0.001
O -1.740185 -3.636628 -1.925571 0.05 -0.04 -0.06 0.006
C -3.143145 1.009748 -2.813540 -0.05 0.00 -0.09 -0.002
C -1.290779 -4.781000 0.659861 -0.06 -0.01 0.07 -0.003
O 3.054685 -2.580975 2.408404 0.05 -0.07 -0.01 0.009
C 2.604764 -0.330941 1.908568 -0.22 -0.10 0.00 0.016
C 1.918776 1.826487 1.602316 -0.23 -0.06 0.12 0.016
C 0.782546 4.281184 -2.699181 -0.22 0.10 0.22 -0.002
C -2.672757 0.864319 -1.525103 0.03 -0.05 0.23 0.013
C -3.004139 0.144601 1.917675 -0.02 -0.08 -0.05 -0.017
H 3.366391 3.379647 1.814042 0.00 -0.04 0.02 0.000